(1)
{"formula": "C6H12O", "method": "ωB97M-V/def2-TZVPD", "species": ["C", "O", "C", "C", "C", "C", "C", "H", "H", "H", "H", "H", "H", "H", "H", "H", "H", "H", "H"], "coordinates": [[2.2036, -0.5052, -0.8436], [1.0883, 0.3216, -1.0726], [0.2704, 0.1340, 1.7269], [-0.7835, 0.1961, 0.9190], [-1.7124, 1.3781, 0.8843], [-0.1146, -0.3360, -1.4075], [-0.9330, -0.8275, -0.1782], [1.9794, -1.4048, -0.2464], [2.9423, 0.0916, -0.2923], [2.6520, -0.8283, -1.7942], [0.9433, -0.7192, 1.6918], [0.5433, 0.9480, 2.3869], [-1.3780, 2.1660, 1.5663], [-2.7378, 1.0945, 1.1545], [-1.7545, 1.8022, -0.1270], [0.0693, -1.1760, -2.1001], [-0.7051, 0.4225, -1.9347], [-0.5923, -1.8144, 0.1614], [-1.9809, -0.9432, -0.4946]], "smiles": "C=C(C)CCOC", "homo_lumo_gap_ev": 10.16, "e_tot_ev": -8462.7914, "e_above_lowest_kcal_mol": 36.0}

---

(2)
{"formula": "C2H6EuFO2", "method": "ωB97M-V/def2-TZVPD", "species": ["F", "Eu", "O", "H", "C", "O", "C", "H", "H", "H", "H", "H"], "coordinates": [[-0.5782, 0.1217, 2.6263], [0.0209, -1.8331, 1.9436], [-1.3203, -1.5299, 0.1218], [-1.3583, -2.1445, -0.6179], [1.3618, 0.9995, -0.4141], [0.5131, -0.0994, -0.0848], [-0.8291, -0.0329, -0.4240], [1.4380, 1.6577, 0.4614], [2.3381, 0.5709, -0.6538], [0.9501, 1.5289, -1.2821], [-0.8484, 0.1594, -1.5037], [-1.6877, 0.6017, -0.1726]], "homo_lumo_gap_ev": [5.62, 9.33], "e_tot_ev": -28292.5373, "charge": 2, "e_above_lowest_kcal_mol": 40.3, "multiplicity": 7}

---

(3)
{"formula": "C24H40Cl12O30S6", "method": "ωB97M-V/def2-TZVPD", "species": ["C", "Cl", "Cl", "Cl", "H", "C", "Cl", "Cl", "Cl", "H", "C", "Cl", "Cl", "Cl", "H", "C", "Cl", "Cl", "Cl", "H", "C", "C", "C", "O", "C", "O", "O", "H", "H", "H", "H", "H", "H", "C", "C", "C", "O", "C", "O", "O", "H", "H", "H", "H", "H", "H", "C", "C", "O", "S", "O", "O", "O", "H", "H", "H", "H", "C", "C", "O", "S", "O", "O", "O", "H", "H", "H", "H", "C", "C", "O", "S", "O", "O", "O", "H", "H", "H", "H", "C", "C", "O", "S", "O", "O", "O", "H", "H", "H", "H", "C", "C", "O", "S", "O", "O", "O", "H", "H", "H", "H", "C", "C", "O", "S", "O", "O", "O", "H", "H", "H", "H"], "coordinates": [[8.3974, -11.7079, -30.0255], [7.2505, -10.5322, -29.5049], [7.8422, -12.5974, -31.4408], [8.7161, -12.7599, -28.6634], [9.2942, -11.1184, -30.2160], [10.6725, -21.6139, -27.1916], [10.6972, -22.0937, -28.9031], [9.0115, -21.3125, -26.5241], [11.7852, -20.3012, -26.8804], [10.9905, -22.4986, -26.6399], [6.5217, -9.7640, -24.6562], [6.5834, -7.9710, -24.8153], [5.0597, -10.4325, -25.4157], [6.7297, -10.4676, -23.0462], [7.3216, -10.1526, -25.2864], [5.8437, -20.9658, -32.4305], [5.9128, -20.0118, -30.9406], [7.4937, -21.3009, -32.9954], [4.7656, -20.2386, -33.6238], [5.3887, -21.9068, -32.1214], [4.6119, -17.6875, -26.1900], [5.6746, -16.6248, -26.3263], [5.5054, -15.4459, -25.3621], [6.6106, -15.4889, -24.4975], [7.4323, -16.4415, -24.9532], [8.5437, -16.6287, -24.4335], [6.9019, -17.1535, -25.9320], [4.6823, -18.4561, -26.9596], [3.6514, -17.1741, -26.2340], [4.4669, -18.3447, -25.3326], [5.8200, -16.2255, -27.3300], [4.5356, -15.3445, -24.8749], [5.6540, -14.5433, -25.9549], [3.2912, -19.3072, -16.6011], [2.9965, -19.9122, -17.9423], [1.6603, -19.4667, -18.4845], [2.0166, -18.9034, -19.7353], [3.3709, -18.8752, -19.9438], [3.9956, -18.4618, -20.9220], [3.9394, -19.4886, -18.9335], [4.2343, -19.6761, -16.1978], [2.4565, -19.6128, -15.9703], [3.4184, -18.2398, -16.7815], [3.0420, -20.9950, -17.8264], [1.1425, -18.7885, -17.8063], [0.9641, -20.2956, -18.6132], [8.5972, -14.9194, -19.4516], [7.8479, -16.2553, -19.1885], [6.8951, -15.9974, -18.1892], [6.7475, -14.3796, -17.7793], [6.7060, -14.2015, -16.3283], [5.8267, -13.6982, -18.7262], [8.3053, -14.1879, -18.2843], [8.3482, -14.4106, -20.3828], [9.6694, -15.0592, -19.5893], [8.5148, -17.0142, -18.7794], [7.2923, -16.6390, -20.0442], [14.6973, -18.8872, -22.0811], [14.5223, -17.4303, -22.6567], [14.8682, -16.5162, -21.5902], [14.4458, -17.2592, -20.1743], [12.9801, -17.3126, -20.0340], [15.2340, -16.6671, -19.0978], [14.9829, -18.7292, -20.7530], [15.5984, -19.3301, -22.5052], [13.8206, -19.5058, -22.2734], [13.5187, -17.2732, -23.0520], [15.0901, -17.1291, -23.5371], [0.6227, -13.6526, -25.5727], [0.9854, -13.1741, -24.0696], [0.6667, -14.2727, -23.2791], [-0.5217, -15.1957, -23.9290], [-1.8179, -14.3955, -23.7634], [-0.5072, -16.6158, -23.5348], [0.2195, -14.9940, -25.3222], [1.3753, -13.4704, -26.3398], [-0.2690, -13.1759, -25.9798], [0.4463, -12.2588, -23.8253], [2.0375, -13.0005, -23.8437], [4.1996, -24.5915, -24.0426], [4.6277, -23.2891, -23.3762], [3.7181, -23.0677, -22.3380], [3.1469, -24.4207, -21.7093], [1.7707, -24.2516, -21.3918], [4.0258, -24.9748, -20.7340], [3.2483, -25.1650, -23.1487], [4.9094, -25.4127, -24.1425], [3.7607, -24.3973, -25.0212], [4.6193, -22.4810, -24.1076], [5.6443, -23.3940, -22.9970], [0.0771, -22.9547, -31.2027], [-1.1057, -22.3658, -30.4987], [-0.6512, -22.3507, -29.1316], [0.8476, -21.6288, -29.0943], [1.5931, -21.9752, -27.8438], [0.7657, -20.1982, -29.4918], [1.2127, -22.5319, -30.4100], [0.0478, -22.5649, -32.2202], [0.0368, -24.0394, -31.3023], [-1.9693, -23.0155, -30.3569], [-1.3166, -21.3550, -30.8478], [2.3538, -15.4636, -33.6846], [1.3366, -16.2716, -32.8541], [0.8828, -15.1632, -32.0308], [2.1463, -14.3652, -31.3546], [2.9113, -15.1860, -30.4517], [1.6746, -13.0198, -30.9604], [2.8971, -14.4050, -32.8792], [2.0115, -14.8705, -34.5326], [3.1759, -16.0984, -34.0151], [1.6974, -17.0903, -32.2314], [0.5454, -16.6607, -33.4950]], "smiles": "C[C@H]1COC(=O)O1.C[C@H]1COC(=O)O1.O=S1(=O)OCCO1.O=S1(=O)OCCO1.O=S1(=O)OCCO1.O=S1(=O)OCCO1.O=S1(=O)OCCO1.O=S1(=O)OCCO1.ClC(Cl)Cl.ClC(Cl)Cl.ClC(Cl)Cl.ClC(Cl)Cl", "homo_lumo_gap_ev": 10.50, "e_tot_ev": -302230.9041}

---

(4)
{"formula": "C39H48BIN3OSc", "method": "ωB97M-V/def2-TZVPD", "species": ["Sc", "I", "C", "C", "C", "C", "C", "C", "C", "C", "C", "C", "H", "H", "H", "H", "H", "H", "N", "C", "O", "C", "C", "H", "H", "H", "H", "H", "H", "C", "C", "C", "C", "C", "C", "C", "C", "C", "C", "C", "C", "N", "B", "N", "C", "C", "C", "C", "C", "C", "C", "C", "C", "C", "C", "C", "C", "C", "H", "H", "H", "H", "H", "H", "H", "H", "H", "H", "H", "H", "H", "H", "H", "H", "H", "H", "H", "H", "H", "H", "H", "H", "H", "H", "H", "H", "H", "H", "H", "H", "H", "H", "H", "H"], "coordinates": [[1.1892, 1.2362, -0.1571], [4.2207, 2.3132, -0.5102], [5.0418, 0.5435, 0.2142], [6.3969, 0.4961, 0.3681], [7.0002, -0.7039, 0.8010], [6.2237, -1.8000, 1.0292], [4.8177, -1.7534, 0.8556], [4.0433, -2.9250, 1.0570], [2.6975, -2.8856, 0.8697], [2.0748, -1.6649, 0.5096], [2.7394, -0.4775, 0.3096], [4.1672, -0.5487, 0.4610], [7.0074, 1.3632, 0.1531], [8.0740, -0.7469, 0.9318], [6.6722, -2.7370, 1.3420], [4.5466, -3.8402, 1.3506], [2.0932, -3.7761, 1.0087], [0.9958, -1.7001, 0.3862], [2.2183, 4.4677, 2.0295], [1.4044, 3.6647, 1.3554], [1.3647, 2.4375, 1.6249], [0.5706, 4.2040, 0.2342], [0.8350, 3.3468, -1.0251], [2.8326, 4.0736, 2.7223], [2.2954, 5.4388, 1.7890], [0.7287, 5.2800, 0.1124], [-0.4623, 4.0611, 0.5579], [1.7073, 3.7474, -1.5471], [-0.0069, 3.4672, -1.7084], [-4.7442, -0.7556, -2.9212], [-3.4832, 0.0733, -2.6826], [-3.6918, 1.5289, -3.1098], [-2.2690, -0.5182, -3.3695], [-2.2413, -0.5880, -4.7589], [-1.1203, -1.0436, -5.4333], [0.0015, -1.4099, -4.7110], [0.0052, -1.3723, -3.3194], [1.2730, -1.6949, -2.5639], [2.2915, -0.5663, -2.7479], [1.8896, -3.0396, -2.9421], [-1.1492, -0.9576, -2.6497], [-1.2151, -1.0058, -1.2148], [-0.8023, -0.0243, -0.2229], [-1.5226, -0.4615, 0.9735], [-2.2216, -1.6378, 0.6892], [-2.0530, -1.9521, -0.6097], [-1.6296, 0.2078, 2.2498], [-2.5221, 1.2900, 2.4300], [-2.5095, 1.9555, 3.6540], [-1.6870, 1.5679, 4.6963], [-0.8685, 0.4713, 4.5281], [-0.8296, -0.2243, 3.3209], [0.0569, -1.4514, 3.2502], [-0.5513, -2.6006, 4.0596], [1.4848, -1.1621, 3.7261], [-3.5615, 1.7988, 1.4318], [-2.9631, 2.5476, 0.2413], [-4.5873, 0.7454, 1.0148], [-5.5920, -0.3216, -2.3852], [-4.6136, -1.7824, -2.5732], [-5.0035, -0.7909, -3.9821], [-3.2806, 0.0705, -1.6158], [-3.8820, 1.5994, -4.1836], [-2.8117, 2.1361, -2.8835], [-4.5512, 1.9617, -2.5900], [-3.1097, -0.2645, -5.3218], [-1.1157, -1.0929, -6.5160], [0.8957, -1.7358, -5.2316], [1.0119, -1.7410, -1.5138], [2.5438, -0.4405, -3.8045], [3.2077, -0.7618, -2.1864], [1.8971, 0.4055, -2.4203], [2.3429, -3.0123, -3.9369], [1.1409, -3.8340, -2.9350], [2.6738, -3.3012, -2.2275], [-2.8030, -2.1528, 1.4378], [-2.4766, -2.7741, -1.1671], [-3.1884, 2.7899, 3.7924], [-1.7068, 2.1041, 5.6373], [-0.2383, 0.1386, 5.3437], [0.0967, -1.7741, 2.2174], [-0.6599, -2.3214, 5.1116], [0.0930, -3.4830, 4.0086], [-1.5389, -2.8778, 3.6825], [1.5285, -1.0808, 4.8160], [1.8714, -0.2354, 3.3009], [2.1552, -1.9706, 3.4275], [-4.1275, 2.5455, 1.9951], [-2.2922, 1.9208, -0.3494], [-2.3975, 3.4156, 0.5898], [-3.7579, 2.9107, -0.4169], [-4.1690, -0.0094, 0.3607], [-5.4215, 1.2254, 0.4937], [-4.9896, 0.2319, 1.8917]], "homo_lumo_gap_ev": 7.56, "e_tot_ev": -77219.9020, "e_above_lowest_kcal_mol": 24.6}

---

- What is the formula in the second record?
  C2H6EuFO2

---

- What is the formula in the fourth record?
  C39H48BIN3OSc